{"formula": "C20H35N2O6SSi2", "method": "the ωB97M-V functional and the def2-TZVPD basis", "e_homo_ev": -3.502, "orbital_gap_ev": 5.143, "charge": -1, "max_force_ev_per_a": 2.868, "e_tot_ha": -2321.29162, "lumo_energy_ha": 0.06028, "elements": ["O", "C", "C", "C", "C", "O", "S", "O", "O", "O", "C", "C", "C", "C", "O", "N", "C", "C", "C", "C", "C", "C", "H", "H", "H", "H", "H", "H", "H", "H", "H", "H", "H", "H", "H", "H", "H", "H", "H", "C", "Si", "C", "C", "N", "Si", "C", "C", "C", "H", "H", "H", "H", "H", "H", "H", "H", "H", "H", "H", "H", "H", "H", "H", "H", "H", "H"], "coordinates": [[1.5120, -1.6416, 0.4655], [1.8858, -0.5718, 0.0358], [3.3619, -0.2350, -0.0942], [3.7908, -0.4337, -1.5476], [5.2539, -0.0958, -1.8043], [5.8203, -1.2426, -2.5007], [6.8727, -0.8839, -3.6123], [8.1833, -1.1092, -3.1033], [6.5021, -1.4585, -4.8568], [6.5664, 0.6538, -3.6620], [5.5997, 1.1521, -2.6817], [4.5037, 1.7873, -3.5066], [3.6918, 2.8927, -2.8200], [3.9980, 3.3028, -1.4352], [2.7613, 2.5389, -1.8583], [1.0231, 0.4391, -0.3932], [0.0516, 0.1765, -1.4048], [-0.9987, 1.0711, -1.5436], [-1.9598, 0.8762, -2.5062], [-1.9045, -0.2242, -3.3382], [-0.8617, -1.1301, -3.1907], [0.1079, -0.9280, -2.2359], [3.5190, 0.8029, 0.2134], [3.9163, -0.8734, 0.5896], [3.6523, -1.4833, -1.8013], [3.1113, 0.1342, -2.1742], [5.8012, -0.0783, -0.8628], [6.1945, 1.8596, -2.1139], [4.9843, 2.2959, -4.3394], [3.8001, 1.0364, -3.8580], [3.4055, 3.7108, -3.4835], [3.6031, 4.2278, -1.0406], [4.4331, 2.6358, -0.7047], [1.5601, 1.2654, -0.6205], [-1.0328, 1.9149, -0.8688], [-2.7797, 1.5729, -2.6005], [-2.6785, -0.3797, -4.0744], [-0.8165, -1.9957, -3.8355], [0.9037, -1.6548, -2.1471], [-7.0868, 0.1097, 3.5540], [-5.4719, -0.8503, 3.2798], [-5.8291, -2.0102, 1.8125], [-5.2970, -1.9726, 4.8083], [-4.2121, 0.2069, 3.0411], [-2.6063, -0.1280, 2.7593], [-2.2472, -1.1099, 1.1742], [-1.7287, -1.0596, 4.1680], [-1.6379, 1.4955, 2.5503], [-7.9352, -0.5664, 3.7163], [-6.9979, 0.7581, 4.4288], [-7.3101, 0.7317, 2.6839], [-6.7823, -2.5391, 1.9402], [-5.0500, -2.7687, 1.6985], [-5.8861, -1.4319, 0.8874], [-5.0384, -1.3718, 5.6832], [-4.5209, -2.7292, 4.6660], [-6.2322, -2.5042, 5.0259], [-2.5710, -2.1508, 1.2583], [-1.1712, -1.1129, 0.9672], [-2.7563, -0.6560, 0.3201], [-1.9314, -0.5707, 5.1236], [-0.6417, -1.0797, 4.0183], [-2.0646, -2.0978, 4.2330], [-1.7225, 2.1096, 3.4503], [-2.0364, 2.0650, 1.7058], [-0.5736, 1.3056, 2.3625]]}